No. 1
ORCA calculation (the ωB97M-V functional and the def2-TZVPD basis) on an isolated molecule of C10H11N in a non-equilibrium geometry.

```
22
Properties=species:S:1:pos:R:3
C -2.76687 0.63086 -0.28679
H -1.24592 1.11773 -1.65616
H -1.02001 1.89383 -0.24581
C 0.94028 -0.35887 0.04797
H 3.15836 2.08353 0.20085
C 2.27014 1.30580 0.21504
H 2.54317 -1.67479 0.63769
H -3.39163 -0.03799 -0.90931
H -4.23752 1.03227 0.74190
H 0.77811 -2.15217 0.73181
C -1.27955 0.89935 -0.55701
C 1.52613 -1.75726 0.05430
C 1.77693 0.59822 -0.81957
H 1.68868 -2.29430 -0.91732
C -1.92636 -2.65412 -0.25845
N -3.28778 1.31473 0.67320
C 1.51474 0.54021 1.29108
H 1.78176 0.65588 -1.93420
C -1.20693 -1.69266 -0.48220
H 2.15918 -0.18574 1.95862
H 0.71857 1.04399 1.85612
C -0.49347 -0.30850 -0.34175
```

The value obtained for the HOMO energy (alpha / beta) is -9.46 / -9.46 eV. The calculation puts the total energy at -442.0874 hartree. The relative energy (zero: lowest compared OMol25 entry of this formula, charge and spin) comes out at 8.1776 eV. The HOMO-LUMO gap (alpha / beta) comes out at 7.83 / 7.83 eV.

natural (NBO) population analysis, charges in e, atoms 1 to 5:
1 C 0.1496
2 H 0.2814
3 H 0.2766
4 C -0.1739
5 H 0.2259

---

No. 2
ORCA calculation (the ωB97M-V functional and the def2-TZVPD basis) on an isolated molecule of C10H11N3O2 in a non-equilibrium geometry.

```
26
Properties=species:S:1:pos:R:3
O 3.53163 -1.14906 1.87794
C -0.77640 1.05112 -0.46762
H 1.20516 -2.45594 -0.53721
C 0.22155 -0.99070 0.53734
H -3.97192 1.89326 -0.78433
C 1.72301 -0.65649 0.56400
C -3.30064 0.34240 0.48277
C 1.10038 -1.36519 -0.68628
C 2.26486 0.75777 0.52733
N 2.43858 -1.50822 1.45517
H -2.12212 -1.08990 1.68566
C -2.12571 -0.29582 0.86839
H -4.28003 -0.14187 0.62396
C -1.88272 1.86693 -0.67968
H -1.81234 2.75519 -1.18654
N 0.38039 -0.39332 -2.58214
O 2.00107 -2.57331 1.81019
C -3.15036 1.38846 -0.37580
H -0.12888 -1.83611 0.98291
N 1.35656 -0.62322 -1.85747
H 0.57670 0.48403 -3.13098
H 3.39027 0.67882 0.73423
C -0.88805 -0.01123 0.33888
H 2.18340 1.24275 -0.58821
H 0.23724 1.23765 -0.85767
H 1.82839 1.39201 1.24515
```

The value obtained for the HOMO energy is -9.19 eV. The SMILES is [H]/N=N/[C@@H]1[C@H](c2ccccc2)[C@@]1(C)[N+](=O)[O-]. The calculation puts the total energy at -702.1611 hartree. The relative energy (zero: lowest compared OMol25 entry of this formula, charge and spin) comes out at 7.2725 eV. The HOMO-LUMO gap comes out at 8.96 eV.

natural (NBO) population analysis, charges in e, atoms 1 to 5:
1 O -0.3881
2 C -0.1931
3 H 0.2619
4 C -0.2011
5 H 0.2105

---

No. 3
ORCA calculation (the ωB97M-V functional and the def2-TZVPD basis) on an isolated molecule of C10H11N3OS in a non-equilibrium geometry.

```
26
Properties=species:S:1:pos:R:3
N -2.00430 -3.19383 0.89614
H 1.96472 3.92701 2.15603
C 1.80882 2.32032 0.74197
S 1.19684 3.80879 -1.38172
H 2.13153 1.39406 1.19152
N -2.65208 -2.14584 1.61100
C 1.51140 0.96458 -1.46978
C -1.15831 -1.28761 0.18073
H 0.32991 -2.99636 -1.54669
H 2.66820 0.69592 -1.63002
H -2.49396 -4.09935 0.74212
O -2.42723 0.32871 1.27581
C -1.10824 -2.63912 -0.00177
C -0.37520 -3.54617 -0.93820
C 1.42324 2.23016 -0.55273
N 0.85231 -0.18123 -0.92866
H -0.88438 -4.06391 -1.76872
H 1.06158 1.22411 -2.46430
H -0.95512 0.86753 -0.47313
C 1.60653 3.72074 1.15612
C -2.19483 -0.92374 1.13187
H -2.97378 -2.32549 2.52834
C -0.42212 -0.06960 -0.39607
H 1.54986 5.76758 0.22918
H 0.12361 -4.40988 -0.41678
C 1.42100 4.63263 0.12772
```

The value obtained for the HOMO energy is -8.31 eV. The SMILES is Cc1[nH][nH]c(=O)c1/C=N/Cc1cccs1. The calculation puts the total energy at -1025.2257 hartree. The relative energy (zero: lowest compared OMol25 entry of this formula, charge and spin) comes out at 2.1691 eV. The HOMO-LUMO gap comes out at 8.86 eV.

natural (NBO) population analysis, charges in e, atoms 1 to 5:
1 N -0.4055
2 H 0.2176
3 C -0.2842
4 S 0.3834
5 H 0.2429

---

No. 4
ORCA calculation (the ωB97M-V functional and the def2-TZVPD basis) on an isolated molecule of C10H11NO2 in a non-equilibrium geometry.

```
24
Properties=species:S:1:pos:R:3
C 0.58690 -2.23818 0.38378
H 2.45625 -1.44937 0.99317
C -2.17680 0.24524 1.58449
H 0.89229 -0.65380 -2.21259
H -0.26952 -2.06758 -0.24749
C -0.82937 0.13352 1.35597
H -2.53503 0.01944 2.62415
C 1.59109 0.04840 -1.82215
C 1.15648 0.04432 -0.12028
N 2.11187 1.15181 0.51502
C -2.48404 0.94742 -0.70494
H -4.04686 0.63799 0.52575
C -2.94322 0.68141 0.58802
C 1.50074 -1.31153 0.49829
H 2.62087 -0.26711 -1.80691
H 0.83617 -3.22468 0.69403
H -3.00837 1.22861 -1.57010
H 1.74256 0.88652 -2.46307
C -0.25839 0.44073 0.15232
H -0.55189 0.92649 -1.83959
C -1.05917 0.84592 -0.88335
O 2.43225 1.00026 1.66351
H -0.15356 -0.15607 2.25190
O 2.38873 2.13022 -0.15995
```

The value obtained for the HOMO energy is -9.45 eV. The SMILES is C=C[C@@](C)(c1ccccc1)[N+](=O)[O-]. The calculation puts the total energy at -592.7107 hartree. The relative energy (zero: lowest compared OMol25 entry of this formula, charge and spin) comes out at 5.8118 eV. The HOMO-LUMO gap comes out at 10.01 eV.

natural (NBO) population analysis, charges in e, atoms 1 to 5:
1 C -0.3645
2 H 0.2361
3 C -0.2338
4 H 0.2082
5 H 0.2040

---

No. 5
ORCA calculation (the ωB97M-V functional and the def2-TZVPD basis) on a structure of composition C10H12Br9Cl3O6 in a non-equilibrium geometry.

```
40
Properties=species:S:1:pos:R:3
C 15.35897 15.10574 16.80632
C 16.01904 17.15317 16.09505
Br 11.76886 13.01276 14.53291
H 5.38765 13.88488 19.13443
H 3.90794 12.79119 17.48623
Cl 10.76235 16.10752 22.98044
C 6.54186 11.53245 17.53422
Br 8.62284 17.81549 16.72820
Br 11.87781 10.28686 16.32226
Br 9.77001 13.06202 17.34844
O 16.71572 18.17035 15.84732
C 10.47970 14.38088 23.14958
H 14.36981 15.29909 14.89592
O 16.44382 15.96225 16.76068
H 9.27256 15.48008 17.77995
H 9.98298 11.53451 15.13394
H 6.69758 19.45855 16.96475
Br 11.72213 15.45442 18.50235
Cl 9.04022 13.97524 24.05971
H 6.66879 14.25140 18.02546
Br 6.81522 18.51414 19.33549
Br 10.90562 10.12300 13.16223
C 4.90868 13.10600 17.19041
C 6.87934 18.45986 17.36183
O 6.48783 12.28251 18.63126
C 9.85010 14.79023 18.39529
Br 8.78120 14.68780 20.07484
H 13.37059 15.54015 16.22910
O 5.56186 11.99057 16.66869
O 7.12943 10.48231 17.37660
H 15.45654 14.10358 16.38887
C 5.92537 13.49304 18.27106
C 10.99435 11.25729 14.83665
H 14.86404 14.96547 17.76729
H 10.26448 13.92663 22.18242
O 14.68146 17.07570 15.83490
C 14.38479 15.74893 15.88865
H 4.73409 13.89760 16.46171
Cl 11.94164 13.66903 23.77005
Br 5.50537 17.32761 16.55734
```

The value obtained for the HOMO energy (alpha / beta) is -2.09 / -6.36 eV. Its spin multiplicity is 2. The calculation puts the total energy at -25386.3577 hartree. Its expectation value of S² is 0.755. The HOMO-LUMO gap (alpha / beta) comes out at 3.56 / 7.82 eV. Its total charge is -1.

natural (NBO) population analysis, charges in e, atoms 1 to 5:
1 C -0.1084
2 C 0.9660
3 Br 0.0766
4 H 0.1948
5 H 0.1716

---

No. 6
ORCA calculation (the ωB97M-V functional and the def2-TZVPD basis) on an isolated molecule of C10H12BrN3 in a non-equilibrium geometry.

```
26
Properties=species:S:1:pos:R:3
C -0.00104 -0.60400 2.28581
C 0.67563 -1.33915 1.15800
N -1.24411 -1.40960 -0.36868
C 3.13192 0.47072 -0.84906
Br -0.56917 -3.90976 0.33936
N 2.03016 1.20829 -1.15517
H 0.66469 -0.21165 3.05392
H -2.94231 1.28563 -0.74725
H 0.19133 2.66937 -1.50386
H -0.85937 2.69201 -0.07515
H 4.02917 0.59287 -1.24374
C -2.76574 0.26652 -0.88264
H 1.48839 -2.09203 1.41564
H -3.48968 -0.31160 -0.40091
C -0.71586 2.25671 -1.11794
H -1.62567 2.44533 -1.65989
H -2.95981 0.02633 -2.02400
C 1.04137 0.61375 -0.51809
H 3.37909 -1.22652 0.44820
C 2.80540 -0.54681 0.02594
H -0.71435 0.24295 2.04731
H -0.84243 -1.39346 2.63483
C -0.38559 -2.02788 0.31969
N 1.42326 -0.43059 0.26746
C -1.37780 -0.06927 -0.63498
C -0.36748 0.80184 -0.81481
```

The value obtained for the HOMO energy (alpha / beta) is -5.30 / -9.09 eV. Its spin multiplicity is 3. The calculation puts the total energy at -3126.3623 hartree. Its expectation value of S² is 2.024. The HOMO-LUMO gap (alpha / beta) comes out at 6.06 / 6.72 eV.

natural (NBO) population analysis, charges in e, atoms 1 to 5:
1 C -0.6294
2 C -0.1220
3 N -0.4708
4 C -0.0600
5 Br 0.0421

---

No. 7
ORCA calculation (the ωB97M-V functional and the def2-TZVPD basis) on an isolated molecule of C10H12BrN3O in a non-equilibrium geometry.

```
27
Properties=species:S:1:pos:R:3
H -4.33646 1.29600 -0.00427
C 2.59179 1.17375 0.05009
H 4.02194 1.12930 -1.53815
H -5.24616 -0.06203 0.55772
O -1.25360 -3.19182 0.62931
C -3.28728 -0.34028 0.04092
N -2.30927 0.58119 0.07655
H 2.51093 1.92959 -2.05929
H 2.62791 0.17067 -1.92816
H 3.65820 -0.61834 0.62189
Br 1.57046 -2.68077 -0.07037
C 3.65664 0.33840 0.85776
H -4.96910 0.22108 -1.32851
N 0.01666 1.04085 0.02918
C -3.01217 -1.69158 0.13083
H 3.61818 0.66024 1.99325
C -1.69043 -2.08964 0.44595
H 2.66850 2.11593 0.45326
C 1.25197 0.54655 0.11929
C 0.64055 -1.39357 0.75533
H -0.25150 2.04390 0.11859
N -0.67464 -1.04995 0.54869
H -3.80408 -2.41186 0.29947
C -1.03439 0.18949 0.20189
C 2.93497 1.12667 -1.49169
H 4.66283 0.67075 0.70059
C -4.56245 0.29547 -0.21012
```

The value obtained for the HOMO energy (alpha / beta) is -7.12 / -7.11 eV. The calculation puts the total energy at -3201.5863 hartree. The relative energy (zero: lowest compared OMol25 entry of this formula, charge and spin) comes out at 1.6819 eV. The HOMO-LUMO gap (alpha / beta) comes out at 6.93 / 6.91 eV.

natural (NBO) population analysis, charges in e, atoms 1 to 5:
1 H 0.2368
2 C -0.3380
3 H 0.2215
4 H 0.2234
5 O -0.6090

---

No. 8
ORCA calculation (the ωB97M-V functional and the def2-TZVPD basis) on a structure of composition C10H12ClNO3Os in a non-equilibrium geometry.

```
28
Properties=species:S:1:pos:R:3
Cl -3.28485 -1.24491 0.52592
O -0.88388 1.80190 0.30702
C -1.72922 1.32965 -2.42764
C 1.72532 -0.18008 -1.71740
H -1.40286 -1.52808 -1.98755
H -3.22300 3.07353 2.03537
N -2.63072 2.82553 1.22517
C -0.50651 0.48985 -2.16828
H -1.93948 1.90954 3.43356
C -1.28265 1.42913 2.69887
O 0.41310 -2.44174 1.96744
H 1.14509 2.00889 -1.95116
H -1.47700 0.34537 2.72611
Os 0.46668 -0.01224 0.03075
O 2.70222 1.28342 1.63205
C -0.47538 -0.90622 -1.99685
H -1.64021 2.33380 -2.00447
H -1.87914 1.42077 -3.51829
H -2.91054 3.12890 0.30941
H -0.22746 1.61450 2.95301
C 0.87186 -1.32838 -1.71936
H -2.61992 0.86355 -1.96474
C 0.39428 -1.55020 1.13771
C 1.81476 0.82094 0.95659
H 1.16509 -2.36703 -1.50458
H 2.77398 -0.14829 -1.48172
C -1.59090 1.99195 1.34781
C 0.86244 0.97872 -1.94405
```

The value obtained for the HOMO energy (alpha / beta) is -15.09 / -18.04 eV. Its spin multiplicity is 5. The calculation puts the total energy at -1218.8047 hartree. Its expectation value of S² is 6.023. The relative energy (zero: lowest compared OMol25 entry of this formula, charge and spin) comes out at 1.0650 eV. The HOMO-LUMO gap (alpha / beta) comes out at 6.69 / 6.50 eV. Its total charge is +2.

natural (NBO) population analysis, charges in e, atoms 1 to 5:
1 Cl 0.0285
2 O -0.6934
3 C -0.6522
4 C -0.2638
5 H 0.3044